<A>
ORCA calculation (ωB97M-V/def2-TZVPD) on 2 unconnected molecules or ions with the total composition C28H31N2.

Element x y z (Å)
1 C -2.45 2.91 0.32
2 C -2.13 2.40 -0.94
3 C -0.80 2.12 -1.28
4 C 0.22 2.37 -0.35
5 C 1.66 2.05 -0.69
6 C 2.06 0.67 -0.16
7 C 3.49 0.18 -0.47
8 C 3.83 -0.76 0.71
9 C 2.66 -0.62 1.70
10 N 1.94 0.57 1.27
11 C -0.09 2.89 0.92
12 C -1.43 3.16 1.25
13 H -3.48 3.15 0.57
14 H -2.92 2.21 -1.67
15 H -0.54 1.71 -2.27
16 H 1.81 2.02 -1.78
17 H 2.35 2.80 -0.26
18 H 1.36 -0.07 -0.61
19 H 3.52 -0.32 -1.44
20 H 4.19 1.03 -0.47
21 H 3.91 -1.80 0.38
22 H 4.77 -0.44 1.19
23 H 1.98 -1.49 1.58
24 H 2.99 -0.59 2.75
25 H 0.97 0.59 1.60
26 H 0.71 3.06 1.65
27 H -1.66 3.57 2.23
28 C 2.37 4.95 3.38
29 C 2.53 3.66 4.05
30 N 1.62 3.24 4.94
31 C 1.94 1.98 5.43
32 C 3.16 1.59 4.83
33 C 3.69 0.34 5.16
34 C 3.01 -0.45 6.11
35 C 1.80 -0.02 6.69
36 C 1.24 1.22 6.35
37 C 3.56 2.69 3.94
38 C 4.69 2.77 3.14
39 C 5.95 2.12 3.38
40 C 6.44 1.88 4.69
41 C 7.64 1.19 4.89
42 C 8.32 0.61 3.82
43 C 9.47 -0.32 4.07
44 C 7.90 0.93 2.52
45 C 6.78 1.72 2.30
46 H 3.31 5.20 2.90
47 H 1.57 4.91 2.62
48 H 2.10 5.74 4.10
49 H 0.80 3.79 5.21
50 H 4.61 -0.01 4.70
51 H 3.42 -1.41 6.40
52 H 1.29 -0.67 7.41
53 H 0.30 1.59 6.76
54 H 4.62 3.41 2.27
55 H 5.89 2.26 5.55
56 H 8.03 1.06 5.90
57 H 9.94 -0.63 3.14
58 H 10.23 0.14 4.71
59 H 9.12 -1.22 4.59
60 H 8.46 0.54 1.67
61 H 6.48 2.01 1.29

## Properties
Lowest unoccupied orbital energy in eV: -4.8
Molar mass in Da: 395.570
HOMO-LUMO gap in eV: 6.004
Net charge: +1

These are the natural (NBO) partial charges, in e, on atoms 1 to 5:
1 C -0.22
2 C -0.19
3 C -0.20
4 C -0.04
5 C -0.42

---

<B>
ORCA calculation (ωB97M-V/def2-TZVPD) on 2 unconnected molecules or ions with the total composition C28H31N2.

Element x y z (Å)
1 C -1.63 -2.90 3.36
2 C -0.88 -2.68 2.05
3 C -1.68 -3.22 0.86
4 N 0.30 -2.18 1.97
5 C 1.34 -2.88 1.12
6 C 2.71 -2.93 1.75
7 C 3.30 -4.18 1.97
8 C 4.61 -4.29 2.44
9 C 5.34 -3.12 2.71
10 C 4.75 -1.86 2.52
11 C 3.43 -1.77 2.05
12 H -2.70 -2.95 3.17
13 H -1.33 -3.87 3.77
14 H -1.41 -2.13 4.09
15 H -2.74 -3.28 1.12
16 H -1.57 -2.58 -0.02
17 H -1.34 -4.24 0.61
18 H 1.08 -3.92 0.86
19 H 1.45 -2.31 0.17
20 H 2.71 -5.07 1.72
21 H 5.06 -5.27 2.57
22 H 6.37 -3.20 3.08
23 H 5.33 -0.95 2.71
24 H 2.96 -0.80 1.88
25 C 0.82 2.56 2.04
26 C 0.76 2.55 0.58
27 N 1.66 3.24 -0.17
28 C 2.85 3.87 0.37
29 C 1.32 3.19 -1.52
30 C 0.15 2.40 -1.64
31 C -0.30 2.12 -2.93
32 C 0.40 2.63 -4.04
33 C 1.58 3.38 -3.88
34 C 2.05 3.67 -2.59
35 C -0.22 1.98 -0.29
36 C -1.24 1.10 0.10
37 C -2.48 0.95 -0.62
38 C -2.99 1.96 -1.49
39 C -4.06 1.71 -2.33
40 C -4.66 0.45 -2.39
41 C -5.69 0.15 -3.44
42 C -4.26 -0.51 -1.45
43 C -3.26 -0.24 -0.53
44 H -0.12 2.12 2.38
45 H 1.64 1.94 2.43
46 H 0.93 3.58 2.45
47 H 3.44 4.28 -0.45
48 H 2.57 4.68 1.06
49 H 3.46 3.14 0.93
50 H -1.18 1.49 -3.06
51 H 0.03 2.43 -5.04
52 H 2.12 3.76 -4.74
53 H 2.94 4.26 -2.39
54 H -1.08 0.48 1.00
55 H -2.51 2.95 -1.50
56 H -4.44 2.50 -2.99
57 H -6.08 -0.86 -3.34
58 H -6.54 0.84 -3.36
59 H -5.29 0.26 -4.46
60 H -4.77 -1.48 -1.45
61 H -3.01 -0.96 0.26

## Properties
Lowest unoccupied orbital energy in eV: -4.8
Molar mass in Da: 395.570
HOMO-LUMO gap in eV: 5.944
Net charge: +1

These are the natural (NBO) partial charges, in e, on atoms 1 to 5:
1 C -0.67
2 C 0.37
3 C -0.72
4 N -0.50
5 C -0.28

---

Verdict on stability: <B> comes out at the bottom.

---

<A>
ORCA calculation (ωB97M-V/def2-TZVPD) on a gas-phase ion, CH5NOP (charge +1).

Element x y z (Å)
1 C -0.49 0.80 -0.72
2 N -0.40 -0.38 0.12
3 O -1.12 -1.31 -0.12
4 P 0.68 -0.46 1.46
5 H -1.35 0.62 -1.29
6 H 0.50 0.66 -1.26
7 H -0.52 1.74 -0.15
8 H 1.77 0.16 0.54
9 H 0.93 -1.82 1.43

## Properties
Lowest unoccupied orbital energy in eV: -7.3
Molar mass in Da: 78.031
HOMO-LUMO gap in eV: 9.000
Net charge: +1

These are the natural (NBO) partial charges, in e, on atoms 1 to 5:
1 C -0.47
2 N 0.06
3 O -0.13
4 P 0.62
5 H 0.26

---

<B>
ORCA calculation (ωB97M-V/def2-TZVPD) on 2 unconnected molecules or ions with the total composition CH5NOP.

Element x y z (Å)
1 C -1.25 0.63 -1.77
2 N -1.54 0.57 -0.40
3 O -0.77 0.24 0.43
4 P 2.27 -0.85 2.16
5 H -0.27 0.24 -2.04
6 H -1.34 1.68 -2.07
7 H -2.06 0.12 -2.30
8 H 1.74 -0.80 3.47
9 H 3.23 -1.83 2.52

## Properties
Lowest unoccupied orbital energy (alpha / beta) in eV: -6.4 / -9.0
Molar mass in Da: 78.031
HOMO-LUMO gap (alpha / beta) in eV: 9.019 / 3.452
Net charge: +1

These are the natural (NBO) partial charges, in e, on atoms 1 to 5:
1 C -0.54
2 N 0.35
3 O -0.04
4 P 0.44
5 H 0.25

---

<C>
ORCA calculation (ωB97M-V/def2-TZVPD) on a gas-phase ion, CH5NOP (charge +1).

Element x y z (Å)
1 C -0.05 0.73 0.35
2 N -0.19 -0.59 -0.32
3 O -0.75 -0.49 -1.85
4 P 0.24 -2.05 -0.14
5 H 0.11 1.48 -0.54
6 H 0.87 0.70 1.02
7 H -0.95 1.06 0.95
8 H 0.59 -2.00 1.13
9 H -0.64 0.35 -2.25

## Properties
Lowest unoccupied orbital energy in eV: -6.7
Molar mass in Da: 78.031
HOMO-LUMO gap in eV: 10.073
Net charge: +1

These are the natural (NBO) partial charges, in e, on atoms 1 to 5:
1 C -0.45
2 N -0.44
3 O -0.51
4 P 1.19
5 H 0.25

---

Verdict on stability: <B> comes out at the bottom.

---

<A>
ORCA calculation (ωB97M-V/def2-TZVPD) on a single C4H4F2O2 molecule.

Element x y z (Å)
1 C 0.86 -0.76 -0.57
2 C 0.33 0.57 -0.69
3 C -0.99 0.22 0.05
4 C -1.21 0.79 1.28
5 H 2.08 -2.02 0.26
6 H 0.15 0.80 -1.82
7 H -0.52 1.29 1.86
8 H -2.21 0.52 1.61
9 O 1.68 -1.10 0.49
10 O 0.77 -1.48 -1.66
11 F 0.97 1.58 -0.11
12 F -1.91 -0.41 -0.68

## Properties
Lowest unoccupied orbital energy in eV: 0.2
Molar mass in Da: 122.070
HOMO-LUMO gap in eV: 10.342

These are the natural (NBO) partial charges, in e, on atoms 1 to 5:
1 C 0.72
2 C 0.05
3 C 0.37
4 C -0.46
5 H 0.52

---

<B>
ORCA calculation (ωB97M-V/def2-TZVPD) on 2 unconnected molecules or ions with the total composition C4H4F2O2.

Element x y z (Å)
1 C 0.48 1.21 1.09
2 C -0.11 0.14 1.28
3 C 0.27 0.34 -1.55
4 C -0.40 -1.25 1.36
5 O -0.13 -0.76 -1.34
6 O -0.52 1.22 -2.11
7 F 1.33 2.25 0.93
8 F 1.59 0.77 -1.42
9 H 0.14 -1.73 0.59
10 H -1.47 -1.54 1.47
11 H 0.17 -1.61 2.21
12 H -1.36 0.96 -2.52

## Properties
Lowest unoccupied orbital energy in eV: 0.4
Molar mass in Da: 122.070
HOMO-LUMO gap in eV: 10.237

These are the natural (NBO) partial charges, in e, on atoms 1 to 5:
1 C 0.36
2 C -0.12
3 C 1.09
4 C -0.70
5 O -0.60

---

Verdict on stability: <B> comes out at the bottom.

---

<A>
ORCA calculation (ωB97M-V/def2-TZVPD) on a single CH3O4P molecule.

Element x y z (Å)
1 C 0.28 -0.26 0.10
2 O -0.34 1.02 -0.27
3 O -1.87 -2.79 2.13
4 O -0.51 1.87 0.92
5 O -0.77 -1.19 0.54
6 P -0.64 -2.03 1.99
7 H 0.80 -0.16 0.98
8 H -1.39 1.02 -0.39
9 H 0.86 -0.75 -0.66

## Properties
Lowest unoccupied orbital energy in eV: -0.7
Molar mass in Da: 110.005
HOMO-LUMO gap in eV: 8.718

These are the natural (NBO) partial charges, in e, on atoms 1 to 5:
1 C 0.23
2 O -0.34
3 O -0.98
4 O -0.57
5 O -0.83

---

<B>
ORCA calculation (ωB97M-V/def2-TZVPD) on a molecular structure, CH3O4P.

Element x y z (Å)
1 C 1.46 0.31 -0.34
2 O 1.80 -0.27 0.84
3 O 1.47 -1.01 -0.33
4 O -2.03 -0.77 -0.09
5 O -0.27 1.08 -0.22
6 P -1.03 0.15 0.87
7 H 2.01 0.72 -1.14
8 H -1.47 -1.37 -0.55
9 H -1.94 1.16 0.96

## Properties
Lowest unoccupied orbital energy in eV: 0.4
Molar mass in Da: 110.005
HOMO-LUMO gap in eV: 9.416

These are the natural (NBO) partial charges, in e, on atoms 1 to 5:
1 C 0.59
2 O -0.20
3 O -0.23
4 O -0.98
5 O -0.87

---

Verdict on stability: <B> comes out at the bottom.

---

<A>
ORCA calculation (ωB97M-V/def2-TZVPD) on a molecular structure, CH14O6.

Element x y z (Å)
1 C -1.64 -0.76 -1.05
2 O -0.45 -1.29 -1.61
3 H -1.50 -0.38 -0.04
4 H -2.42 -1.51 -1.04
5 H -1.95 0.05 -1.70
6 H 0.03 -1.79 -0.90
7 H 0.25 -0.66 3.13
8 H 0.23 0.26 1.88
9 O 0.73 -0.48 2.30
10 H -0.41 1.59 0.74
11 H -0.75 1.86 2.19
12 O -0.49 1.14 1.62
13 H 0.03 3.32 -1.28
14 H 0.77 2.00 -1.01
15 O 0.35 2.77 -0.59
16 H 0.72 -1.73 1.24
17 H 1.56 -2.84 0.56
18 O 0.65 -2.53 0.62
19 H 2.16 0.26 -1.41
20 H 0.68 0.02 -1.82
21 O 1.42 0.70 -1.82

## Properties
Lowest unoccupied orbital energy in eV: 0.5
Molar mass in Da: 122.117
HOMO-LUMO gap in eV: 10.914

These are the natural (NBO) partial charges, in e, on atoms 1 to 5:
1 C -0.26
2 O -0.77
3 H 0.17
4 H 0.17
5 H 0.18

---

<B>
ORCA calculation (ωB97M-V/def2-TZVPD) on 6 unconnected molecules or ions with the total composition CH14O6.

Element x y z (Å)
1 O -22.32 -2.74 -7.07
2 H -22.28 -3.20 -7.91
3 H -22.69 -1.85 -7.10
4 H -21.48 -2.77 -6.61
5 C -19.47 -4.32 -5.60
6 O -19.78 -3.15 -6.29
7 H -19.79 -4.20 -4.57
8 H -19.98 -5.24 -5.87
9 H -18.43 -4.64 -5.50
10 O -19.19 -0.80 -4.78
11 H -19.47 -1.57 -5.27
12 H -18.27 -0.97 -4.57
13 O -23.45 -1.47 -4.27
14 H -23.83 -1.09 -3.47
15 H -23.07 -0.72 -4.73
16 O -23.63 -0.60 -6.93
17 H -24.09 -0.13 -7.63
18 H -24.31 -0.74 -6.27
19 O -21.76 -4.11 -9.14
20 H -20.94 -4.57 -8.96
21 H -21.87 -4.16 -10.09

## Properties
Lowest unoccupied orbital energy in eV: -0.2
Molar mass in Da: 122.117
HOMO-LUMO gap in eV: 6.740

These are the natural (NBO) partial charges, in e, on atoms 1 to 5:
1 O -0.81
2 H 0.54
3 H 0.53
4 H 0.56
5 C -0.23

---

Verdict on stability: <B> comes out at the bottom.

---

<A>
ORCA calculation (ωB97M-V/def2-TZVPD) on 5 unconnected molecules or ions with the total composition CH11NO4.

Element x y z (Å)
1 C 1.96 -3.55 -0.53
2 N 1.82 -2.24 -0.42
3 H 2.16 -4.22 0.32
4 H 1.67 -4.11 -1.49
5 H 1.60 -1.86 -1.28
6 H -3.24 -0.76 0.23
7 H -2.33 0.48 -0.14
8 O -2.41 -0.32 0.44
9 H -2.22 2.92 -2.16
10 H -1.07 2.60 -1.30
11 O -1.94 2.23 -1.57
12 H 1.69 -0.23 1.47
13 H 0.17 -0.28 1.56
14 O 0.88 0.27 1.74
15 H 0.93 2.45 0.83
16 H -0.04 3.35 1.63
17 O 0.37 3.27 0.69

## Properties
Lowest unoccupied orbital energy in eV: 0.8
Molar mass in Da: 101.102
HOMO-LUMO gap in eV: 11.517

These are the natural (NBO) partial charges, in e, on atoms 1 to 5:
1 C -0.05
2 N -0.61
3 H 0.17
4 H 0.15
5 H 0.33

---

<B>
ORCA calculation (ωB97M-V/def2-TZVPD) on 4 unconnected molecules or ions with the total composition CH11NO4.

Element x y z (Å)
1 N -1.76 -2.35 -2.51
2 C -2.62 -3.17 -1.74
3 O -1.86 -3.98 -0.82
4 H -1.21 -2.79 -3.24
5 H -1.09 -1.90 -1.89
6 H -3.27 -3.84 -2.30
7 H -3.28 -2.49 -1.19
8 H -2.28 -4.14 0.04
9 H 0.68 -3.29 0.23
10 H -0.56 -3.33 1.01
11 O 0.31 -2.91 1.05
12 H 4.73 5.14 2.84
13 H 3.77 4.46 1.87
14 O 4.28 5.27 2.00
15 H 2.08 6.35 1.21
16 H 0.92 6.40 2.18
17 O 1.15 6.59 1.26

## Properties
Lowest unoccupied orbital energy in eV: 0.7
Molar mass in Da: 101.102
HOMO-LUMO gap in eV: 10.645

These are the natural (NBO) partial charges, in e, on atoms 1 to 5:
1 N -0.83
2 C 0.09
3 O -0.77
4 H 0.36
5 H 0.37

---

Verdict on stability: <A> comes out at the bottom.